Formula: C15H37N3O7S2
Source: the OMol25 dataset
Level of theory: ωB97M-V with the def2-TZVPD basis set

Cartesian coordinates (Å):
C1 -2.9086 -1.1402 -1.4336
C2 -3.6301 -2.4440 -2.1189
C3 -3.0094 -3.9392 -1.7353
N1 -4.6733 -2.3954 -3.0104
O1 -5.3300 -1.2229 -2.9692
S1 -6.7742 -1.3502 -2.0312
O2 -6.2356 -1.3317 -0.5473
O3 -7.6245 -2.7900 -2.3658
S2 -7.0801 -4.1011 -1.4221
H1 -2.9163 -0.2416 -2.1970
H2 -3.3529 -0.8113 -0.4022
H3 -1.7657 -1.4218 -1.2581
H4 -3.8133 -4.6905 -1.3339
H5 -2.1661 -3.7654 -0.9424
H6 -2.5547 -4.4384 -2.7197
H7 -6.9905 -3.7816 -0.0584
C4 0.6410 -1.4362 5.1169
O4 1.3810 -0.5390 4.2992
C5 2.7384 -0.9488 4.0863
C6 2.9455 -1.4076 2.6329
N2 2.2731 -2.6848 2.3738
C7 2.1812 -3.0354 0.9524
C8 1.4054 -2.0769 0.0245
O5 -0.0030 -2.0407 0.2636
C9 -0.3984 -1.1955 1.3341
H8 -0.3006 -0.9516 5.3848
H9 0.4070 -2.3558 4.5741
H10 1.1836 -1.6737 6.0389
H11 3.0569 -1.7134 4.8017
H12 3.3571 -0.0602 4.2565
H13 4.0194 -1.5210 2.4402
H14 2.5646 -0.6174 1.9816
H15 1.3284 -2.6423 2.7511
H16 1.6901 -4.0143 0.9071
H17 3.1943 -3.1748 0.5574
H18 1.5186 -2.4594 -0.9969
H19 1.8257 -1.0659 0.0100
H20 0.2389 -0.3109 1.4278
H21 -0.4133 -1.7609 2.2675
H22 -1.4221 -0.8608 1.1472
C10 3.0297 3.4725 -3.6779
O6 2.6991 4.4917 -2.7436
C11 1.3426 4.9441 -2.8491
C12 0.5189 4.4781 -1.6366
N3 0.2853 3.0308 -1.6727
C13 -0.2341 2.4768 -0.4177
C14 0.6368 2.6240 0.8477
O7 1.8385 1.8510 0.8262
C15 2.9124 2.4492 0.1151
H23 4.1132 3.3354 -3.6598
H24 2.5627 2.5236 -3.4012
H25 2.7324 3.7534 -4.6946
H26 0.8785 4.6439 -3.7937
H27 1.3828 6.0394 -2.8352
H28 -0.4469 4.9982 -1.6355
H29 1.0644 4.7714 -0.7366
H30 1.1626 2.5607 -1.8871
H31 -0.3890 1.4060 -0.5937
H32 -1.2231 2.9085 -0.2244
H33 0.0509 2.2298 1.6867
H34 0.8481 3.6685 1.0995
H35 2.9141 3.5404 0.1975
H36 2.8818 2.1415 -0.9315
H37 3.8510 2.0738 0.5310

Results
- electronic energy (Eh) = -2080.72520
- orbital gap (eV) = 8.81

Formula: C15H38BCl2NO7Si
Source: the OMol25 dataset
Level of theory: ωB97M-V with the def2-TZVPD basis set

Cartesian coordinates (Å):
C1 -1.6165 -2.0466 1.0625
C2 -2.9372 -2.3221 0.4406
Cl1 -3.5759 -3.9220 0.7145
C3 -3.6693 -1.4943 -0.3087
Cl2 -3.0280 0.1086 -0.5545
Si1 -5.3144 -1.9355 -1.1187
B1 -6.7674 -2.3823 0.2089
N1 -7.2874 -3.7558 0.2712
O1 -7.3094 -1.4412 1.0506
H1 -1.2181 -2.9367 1.5306
H2 -0.9194 -1.7485 0.2921
H3 -1.6780 -1.2714 1.8151
H4 -5.1536 -3.0546 -2.0768
H5 -5.7138 -0.7464 -1.9109
H6 -6.6154 -4.3436 0.7559
H7 -7.3436 -4.1596 -0.6581
H8 -6.7554 -1.2682 1.8143
C4 1.3117 5.6399 -0.8514
O2 1.4031 4.8628 0.3316
C5 0.3244 5.0689 1.2282
C6 -0.7020 3.9628 1.1312
O3 -1.3486 3.9530 -0.1310
C7 -0.8367 2.9749 -1.0180
H9 2.0292 5.2433 -1.5688
H10 0.3135 5.5898 -1.2921
H11 1.5654 6.6852 -0.6431
H12 -0.1473 6.0392 1.0468
H13 0.7386 5.0791 2.2416
H14 -1.4731 4.1271 1.8907
H15 -0.2332 2.9942 1.3306
H16 -1.1658 1.9747 -0.7168
H17 0.2551 2.9992 -1.0604
H18 -1.2316 3.1898 -2.0099
C8 -1.5574 -4.9560 3.5814
O4 -0.2357 -4.6392 3.1789
C9 0.6449 -4.3971 4.2662
C10 1.5170 -5.5965 4.5609
O5 0.7562 -6.7002 5.0235
C11 0.5106 -7.6744 4.0250
H19 -2.0792 -5.3512 2.7140
H20 -1.5732 -5.7068 4.3743
H21 -2.0791 -4.0547 3.9234
H22 0.0820 -4.1103 5.1591
H23 1.2854 -3.5549 3.9858
H24 2.2228 -5.3317 5.3543
H25 2.0948 -5.8715 3.6736
H26 1.4184 -8.2514 3.8191
H27 0.1524 -7.2216 3.0977
H28 -0.2540 -8.3495 4.4053
C12 2.6481 3.6074 -4.6631
O6 3.3571 4.3261 -3.6690
C13 4.2387 3.5115 -2.9094
C14 5.6725 3.6548 -3.3667
O7 5.8598 3.1597 -4.6830
C15 5.9042 4.1773 -5.6668
H29 2.1939 4.3344 -5.3344
H30 3.3094 2.9584 -5.2412
H31 1.8537 3.0050 -4.2085
H32 3.9285 2.4636 -2.9558
H33 4.1669 3.8378 -1.8666
H34 6.3138 3.0663 -2.7033
H35 5.9879 4.7002 -3.3002
H36 6.8568 4.7160 -5.6205
H37 5.0820 4.8872 -5.5515
H38 5.8209 3.6975 -6.6405

Results
- SMILES = C/C(Cl)=C(\Cl)[SiH2]B(N)O.COCCOC.COCCOC.COCCOC
- electronic energy (Eh) = -2410.37235
- orbital gap (eV) = 9.26

Formula: C15H38ClF5NO9P4S
Source: the OMol25 dataset
Level of theory: ωB97M-V with the def2-TZVPD basis set

Cartesian coordinates (Å):
N1 7.8420 2.1005 -3.2826
P1 6.8368 3.4753 -2.9568
O1 6.8317 3.4381 -1.3016
P2 4.6444 2.9277 -3.6644
F1 5.2336 3.3247 -5.1787
S1 5.1574 0.7600 -4.0986
Cl1 3.9643 2.4888 -1.5710
C1 2.8795 2.7596 -4.3308
C2 2.1720 1.4342 -4.4716
F2 2.0330 0.7370 -3.2758
C3 4.1510 4.8915 -3.4172
F3 3.2709 5.1708 -2.4291
F4 3.6105 5.4180 -4.5508
F5 5.2250 5.6935 -3.1414
H1 8.2599 2.2185 -4.1959
H2 8.5708 1.9844 -2.5892
H3 7.5610 2.9031 -0.9716
H4 4.7005 0.1449 -3.0054
H5 2.2388 3.4091 -3.7310
H6 2.8985 3.1978 -5.3314
H7 1.1424 1.6524 -4.7938
H8 2.5833 0.7782 -5.2352
O2 -1.0492 -1.5757 -3.6755
P3 -0.9083 -2.1711 -2.3354
O3 -2.2867 -2.9931 -2.0529
C4 -2.6342 -4.0908 -2.8951
C5 -1.7491 -5.3081 -2.6909
O4 -0.9872 -0.9587 -1.2698
C6 -0.9580 0.4122 -1.6930
C7 -2.3596 0.9559 -1.8871
O5 0.1012 -3.1000 -1.5298
C8 0.3217 -3.0201 -0.1118
C9 -0.9089 -3.2065 0.7436
H9 -2.6100 -3.7678 -3.9400
H10 -3.6674 -4.3364 -2.6481
H11 -0.7251 -5.1171 -3.0152
H12 -2.1345 -6.1516 -3.2659
H13 -1.7115 -5.5854 -1.6370
H14 -0.3523 0.5165 -2.5889
H15 -0.4535 0.9644 -0.8994
H16 -2.9673 0.2643 -2.4715
H17 -2.3254 1.9162 -2.4039
H18 -2.8556 1.0973 -0.9246
H19 0.8199 -2.0798 0.1167
H20 1.0368 -3.8169 0.0973
H21 -1.6224 -2.3967 0.6040
H22 -0.6070 -3.2127 1.7932
H23 -1.4188 -4.1448 0.5220
O6 -2.7767 0.4666 2.2802
P4 -2.5692 -0.1349 3.6072
O7 -3.7426 0.3898 4.5892
C10 -5.1061 0.0679 4.2936
C11 -5.4356 -1.3973 4.5133
O8 -1.2439 0.5697 4.2208
C12 -0.4323 1.4601 3.4456
C13 -0.8537 2.9021 3.6393
O9 -2.3241 -1.5845 4.2076
C14 -1.5391 -1.8807 5.3758
C15 -1.9942 -1.1935 6.6417
H24 -5.3320 0.3650 3.2661
H25 -5.7046 0.6902 4.9580
H26 -4.9142 -2.0364 3.7990
H27 -6.5072 -1.5603 4.3933
H28 -5.1393 -1.7145 5.5136
H29 -0.4538 1.1820 2.3938
H30 0.5888 1.3158 3.8020
H31 -1.9345 3.0058 3.5427
H32 -0.3736 3.5422 2.8988
H33 -0.5757 3.2560 4.6338
H34 -0.4915 -1.6728 5.1657
H35 -1.6351 -2.9607 5.4937
H36 -1.8646 -0.1148 6.5883
H37 -1.3945 -1.5679 7.4730
H38 -3.0453 -1.3965 6.8468

Results
- total charge = -1
- electronic energy (Eh) = -4049.66501
- orbital gap (eV) = 5.64

Formula: C15H38F3N3O5PS
Source: the OMol25 dataset
Level of theory: ωB97M-V with the def2-TZVPD basis set

Cartesian coordinates (Å):
N1 2.9206 1.5491 5.0522
P1 2.4783 2.7553 5.8716
S1 1.4612 4.2493 4.4811
C1 -0.2954 3.7980 4.2398
C2 -0.8972 2.7610 5.1929
O1 -1.2155 3.3135 6.4450
C3 -2.2641 2.2697 4.6198
F1 -3.2524 3.0692 5.0036
F2 -2.2495 2.2816 3.2749
F3 -2.5240 1.0318 5.0240
H1 3.9227 1.4359 4.9044
H2 3.3042 3.6843 6.5219
H3 1.4391 2.5763 6.7836
H4 1.3064 5.3215 5.2780
H5 -0.3378 3.4944 3.1867
H6 -0.8218 4.7548 4.3677
H7 -0.2694 1.8553 5.2717
H8 -0.4776 3.3130 7.0698
C4 -0.2707 -0.5181 1.5117
O2 1.0488 -0.0979 1.7973
C5 1.7162 -0.8781 2.7875
C6 2.7074 -1.8391 2.1703
N2 2.0276 -2.8865 1.4338
C7 2.8847 -3.7756 0.6602
C8 3.6893 -3.1633 -0.4800
O3 2.8838 -2.6565 -1.5256
C9 2.4788 -1.3093 -1.3832
H9 -0.7217 0.2411 0.8747
H10 -0.3051 -1.4737 0.9797
H11 -0.8618 -0.6295 2.4228
H12 0.9762 -1.4323 3.3766
H13 2.2436 -0.1811 3.4418
H14 3.2889 -2.3002 2.9765
H15 3.4083 -1.2482 1.5605
H16 1.3492 -2.4684 0.8103
H17 2.2473 -4.5527 0.2329
H18 3.5783 -4.2757 1.3451
H19 4.3028 -3.9569 -0.9127
H20 4.3712 -2.3777 -0.1279
H21 3.2693 -0.7158 -0.9106
H22 1.5562 -1.1960 -0.8076
H23 2.2889 -0.9205 -2.3839
C10 -4.8350 -1.5508 -5.1053
O4 -3.6230 -1.5885 -5.8251
C11 -3.3223 -0.4095 -6.5592
C12 -2.1036 0.2831 -5.9929
N3 -2.3746 0.8151 -4.6673
C13 -1.2201 1.3541 -3.9680
C14 -0.0770 0.4040 -3.6318
O5 -0.4080 -0.5838 -2.6744
C15 -0.9976 -1.7653 -3.1855
H24 -5.0017 -2.5516 -4.7113
H25 -4.8113 -0.8394 -4.2710
H26 -5.6767 -1.2819 -5.7519
H27 -4.1823 0.2679 -6.5480
H28 -3.1204 -0.6941 -7.5950
H29 -1.8304 1.1104 -6.6561
H30 -1.2740 -0.4385 -6.0146
H31 -2.8043 0.0913 -4.1041
H32 -1.5698 1.7949 -3.0304
H33 -0.8073 2.1722 -4.5695
H34 0.7250 1.0014 -3.1875
H35 0.3335 -0.0755 -4.5292
H36 -0.6143 -1.9979 -4.1833
H37 -2.0879 -1.7053 -3.2440
H38 -0.7291 -2.5776 -2.5102

Results
- total charge = +1
- electronic energy (Eh) = -2173.50243
- orbital gap (eV) = 5.43

> electronic energy of number 1 (C15H37N3O7S2)?

-2080.72520 Eh

Repeat the third record exactly.
Formula: C15H38ClF5NO9P4S
Source: the OMol25 dataset
Level of theory: ωB97M-V with the def2-TZVPD basis set

Cartesian coordinates (Å):
N1 7.8420 2.1005 -3.2826
P1 6.8368 3.4753 -2.9568
O1 6.8317 3.4381 -1.3016
P2 4.6444 2.9277 -3.6644
F1 5.2336 3.3247 -5.1787
S1 5.1574 0.7600 -4.0986
Cl1 3.9643 2.4888 -1.5710
C1 2.8795 2.7596 -4.3308
C2 2.1720 1.4342 -4.4716
F2 2.0330 0.7370 -3.2758
C3 4.1510 4.8915 -3.4172
F3 3.2709 5.1708 -2.4291
F4 3.6105 5.4180 -4.5508
F5 5.2250 5.6935 -3.1414
H1 8.2599 2.2185 -4.1959
H2 8.5708 1.9844 -2.5892
H3 7.5610 2.9031 -0.9716
H4 4.7005 0.1449 -3.0054
H5 2.2388 3.4091 -3.7310
H6 2.8985 3.1978 -5.3314
H7 1.1424 1.6524 -4.7938
H8 2.5833 0.7782 -5.2352
O2 -1.0492 -1.5757 -3.6755
P3 -0.9083 -2.1711 -2.3354
O3 -2.2867 -2.9931 -2.0529
C4 -2.6342 -4.0908 -2.8951
C5 -1.7491 -5.3081 -2.6909
O4 -0.9872 -0.9587 -1.2698
C6 -0.9580 0.4122 -1.6930
C7 -2.3596 0.9559 -1.8871
O5 0.1012 -3.1000 -1.5298
C8 0.3217 -3.0201 -0.1118
C9 -0.9089 -3.2065 0.7436
H9 -2.6100 -3.7678 -3.9400
H10 -3.6674 -4.3364 -2.6481
H11 -0.7251 -5.1171 -3.0152
H12 -2.1345 -6.1516 -3.2659
H13 -1.7115 -5.5854 -1.6370
H14 -0.3523 0.5165 -2.5889
H15 -0.4535 0.9644 -0.8994
H16 -2.9673 0.2643 -2.4715
H17 -2.3254 1.9162 -2.4039
H18 -2.8556 1.0973 -0.9246
H19 0.8199 -2.0798 0.1167
H20 1.0368 -3.8169 0.0973
H21 -1.6224 -2.3967 0.6040
H22 -0.6070 -3.2127 1.7932
H23 -1.4188 -4.1448 0.5220
O6 -2.7767 0.4666 2.2802
P4 -2.5692 -0.1349 3.6072
O7 -3.7426 0.3898 4.5892
C10 -5.1061 0.0679 4.2936
C11 -5.4356 -1.3973 4.5133
O8 -1.2439 0.5697 4.2208
C12 -0.4323 1.4601 3.4456
C13 -0.8537 2.9021 3.6393
O9 -2.3241 -1.5845 4.2076
C14 -1.5391 -1.8807 5.3758
C15 -1.9942 -1.1935 6.6417
H24 -5.3320 0.3650 3.2661
H25 -5.7046 0.6902 4.9580
H26 -4.9142 -2.0364 3.7990
H27 -6.5072 -1.5603 4.3933
H28 -5.1393 -1.7145 5.5136
H29 -0.4538 1.1820 2.3938
H30 0.5888 1.3158 3.8020
H31 -1.9345 3.0058 3.5427
H32 -0.3736 3.5422 2.8988
H33 -0.5757 3.2560 4.6338
H34 -0.4915 -1.6728 5.1657
H35 -1.6351 -2.9607 5.4937
H36 -1.8646 -0.1148 6.5883
H37 -1.3945 -1.5679 7.4730
H38 -3.0453 -1.3965 6.8468

Results
- total charge = -1
- electronic energy (Eh) = -4049.66501
- orbital gap (eV) = 5.64